[1]
The following is a DFT calculation (ωB97M-V/def2-TZVPD) of a molecular structure, C22H35Br16F2N3O2 in a non-equilibrium geometry.

Molar mass in g mol⁻¹: 1690.00
Orbital gap in eV: 6.547
HOMO energy in Eh: -0.31101
Spin multiplicity: 1
Energy above the lowest of the compared OMol25 structures with the same formula, charge and spin in eV: 11.7090

XYZ file:
```
80
Properties=species:S:1:pos:R:3:forces:R:3
N 2.158593 1.661843 3.484885 -10.98 -6.02 -0.98
C 1.010978 1.034690 3.377963 7.47 4.19 0.51
C -0.493418 0.314247 3.257939 1.05 0.94 0.87
C -1.573853 1.489423 3.663098 1.78 0.36 -0.43
C -1.527584 2.708603 2.561986 0.91 8.16 -3.12
N -1.421011 3.835976 1.915683 -1.04 -10.62 5.82
N -2.924808 0.830277 3.829193 -1.83 4.02 -0.79
C -3.637912 1.505208 4.979866 -4.64 -3.79 6.13
O -4.269141 0.718941 5.887351 4.75 6.27 -6.81
F -3.651506 2.985714 5.208597 0.56 -4.79 -1.39
C -3.738891 0.817884 2.554234 0.28 -3.40 -4.07
O -3.619859 -0.262129 1.737064 4.48 11.11 9.18
F -4.709211 1.852635 2.124344 3.82 -2.26 2.41
H -0.565191 -0.512847 4.114195 0.24 1.78 -2.10
H -0.687978 -0.112645 2.183968 0.56 0.87 2.17
H -1.254782 1.866605 4.749299 -0.66 -0.40 -2.64
Br 8.499619 0.141373 3.656922 -0.12 0.16 -0.20
C 7.138758 1.429843 3.116780 0.18 0.01 0.25
C 5.748417 0.896320 3.372138 -0.25 0.21 -0.13
Br 5.235100 -0.412957 2.020725 0.02 -0.01 0.12
H 7.325344 1.669713 2.066360 -0.15 -0.11 0.25
H 7.329610 2.317140 3.726885 -0.13 -0.14 -0.09
H 5.006908 1.696058 3.288869 0.13 -0.14 0.01
H 5.642555 0.408820 4.345251 0.13 0.13 -0.26
Br -5.581817 -0.568773 1.531191 -9.94 1.74 -4.72
C -7.366073 -1.047314 0.905668 -0.15 -0.22 0.31
C -7.979400 0.070365 0.094788 -0.33 -0.10 -0.07
Br -8.623455 1.506954 1.246059 0.11 0.03 -0.03
H -7.952724 -1.315160 1.788748 -0.12 0.07 -0.30
H -7.221050 -1.937741 0.287559 -0.09 0.13 0.00
H -8.865079 -0.282821 -0.441106 0.17 0.05 0.06
H -7.284091 0.520801 -0.618978 -0.08 -0.16 0.22
Br -3.386301 -0.549182 -0.312910 1.93 -0.98 -5.31
C -1.873011 -1.084707 -1.420617 -0.12 0.26 -0.23
C -2.156446 -0.847268 -2.885605 0.28 -0.38 -0.33
Br -3.340735 -2.218700 -3.607168 -0.08 0.09 0.05
H -1.658603 -2.130561 -1.184075 -0.10 0.22 -0.17
H -1.039582 -0.462288 -1.083065 -0.12 -0.12 -0.17
H -1.237964 -0.926855 -3.474167 -0.39 -0.07 0.13
H -2.627989 0.118930 -3.085405 0.12 -0.23 0.14
Br -7.404926 -1.733783 -3.065203 -0.06 -0.04 -0.12
C -7.915842 -0.764779 -4.678846 0.26 0.02 0.05
C -8.870382 0.362424 -4.360777 -0.20 0.09 -0.18
Br -10.672056 -0.308971 -4.033336 0.12 0.06 0.09
H -8.328942 -1.499750 -5.375192 0.01 0.24 0.21
H -6.978416 -0.373741 -5.084151 -0.17 -0.02 0.08
H -8.969721 1.036874 -5.216112 0.08 -0.16 0.13
H -8.580347 0.941094 -3.479396 0.00 -0.22 -0.21
Br 0.506722 0.913842 -3.049887 0.43 0.28 -0.03
C 2.020012 0.378316 -4.157594 0.14 0.20 0.14
C 1.736577 0.615755 -5.622582 0.08 -0.16 -0.16
Br 0.552288 -0.755677 -6.344145 -0.03 0.14 0.06
H 2.234420 -0.667538 -3.921052 -0.10 0.24 -0.17
H 2.853441 1.000735 -3.820042 -0.28 -0.16 -0.15
H 2.655059 0.536168 -6.211144 -0.08 -0.02 0.18
H 1.265034 1.581953 -5.822381 0.09 -0.23 0.16
Br 6.250313 2.162937 -7.468362 -0.16 -0.02 0.08
C 5.001801 3.194121 -6.381290 0.15 0.12 -0.25
C 5.536127 3.401783 -4.983336 -0.18 0.10 0.20
Br 5.345779 1.786281 -3.907259 0.29 0.12 -0.05
H 4.044957 2.665377 -6.406013 0.25 0.14 0.11
H 4.896571 4.150991 -6.900208 0.02 -0.14 0.16
H 4.954145 4.163794 -4.457041 0.08 -0.13 -0.14
H 6.593862 3.678270 -4.959603 -0.28 -0.12 -0.11
Br -5.484689 -4.640530 5.331310 -0.02 0.02 -0.13
C -4.293417 -4.713852 3.788798 0.24 -0.23 0.18
C -3.408403 -3.491038 3.722627 0.39 0.17 0.64
Br -4.391119 -1.943103 3.057657 1.24 -6.84 4.75
H -4.923783 -4.841640 2.904467 0.15 0.15 0.18
H -3.693844 -5.616575 3.935607 -0.12 0.14 -0.04
H -2.595982 -3.641042 3.005815 -0.11 -0.09 0.08
H -2.985209 -3.208666 4.690607 -0.01 -0.42 -0.07
Br 11.015311 -2.140530 4.064643 0.13 -0.11 -0.09
C 12.206583 -2.213852 2.522131 0.02 -0.20 0.17
C 13.091597 -0.991038 2.455961 0.11 0.12 -0.25
Br 12.108881 0.556897 1.790990 0.08 -0.06 0.12
H 11.576217 -2.341640 1.637800 0.19 0.14 0.21
H 12.806156 -3.116575 2.668941 -0.05 0.20 -0.03
H 13.904018 -1.141042 1.739148 -0.17 -0.05 0.13
H 13.514791 -0.708666 3.423940 -0.19 -0.15 -0.21
```
Positions in Å, forces in eV/Å.

Atom charges from the Löwdin analysis, given in e for atoms 1 to 5: N 0.10; C -0.10; C -0.09; C -0.25; C -0.06

---

[2]
The following is a DFT calculation (ωB97M-V/def2-TZVPD) of a molecular structure, C10H10BLaNO5 in a non-equilibrium geometry.

Molar mass in g mol⁻¹: 373.91
Orbital gap in eV: 4.520
HOMO energy in Eh: -0.67968
Spin multiplicity: 1
Total charge: +3

XYZ file:
```
28
Properties=species:S:1:pos:R:3:forces:R:3
C 1.524118 3.630428 2.075316 0.69 -0.31 0.13
O 0.203856 3.078757 1.685489 0.83 -1.49 -0.01
B 0.337401 1.715055 1.830955 0.05 0.64 1.13
O 0.508108 1.087768 3.066308 -0.52 0.01 -1.94
C 0.346091 0.708892 0.533802 -0.46 -0.27 -0.75
C 1.362794 0.777211 -0.519494 -2.12 -2.27 -0.01
C 1.286675 -0.206128 -1.617023 -0.33 0.83 0.94
O 2.263264 -0.135467 -2.549186 -1.27 0.17 0.60
C 0.214918 -1.242008 -1.731849 -0.95 -0.22 0.47
C 0.149665 -2.235648 -2.914577 0.61 1.16 0.07
C -0.782000 -1.318469 -0.697092 0.71 1.91 0.79
C -0.707646 -0.279989 0.465842 -0.48 -1.38 -1.42
C -1.877991 -0.553739 1.373754 3.81 2.72 -0.73
O -2.421125 0.103684 2.273474 -0.49 -2.42 -2.35
N -2.359892 -1.901067 0.893486 -1.18 -2.19 2.03
C -1.964172 -2.248562 -0.505101 5.08 0.80 -2.55
O -2.441330 -3.067365 -1.297096 -0.88 1.91 2.97
H 1.562900 3.852458 3.164313 -0.21 -0.02 -0.85
H 2.278191 2.815089 1.872514 -0.29 1.03 0.22
H 1.754049 4.514187 1.444967 -0.35 -0.63 0.50
H 0.502047 0.123400 2.928607 0.42 0.45 0.62
H 2.169580 1.542319 -0.505464 -0.67 -0.72 -0.08
H 1.921911 0.210712 -3.399407 0.35 -0.35 0.09
H 0.455885 -3.245797 -2.552177 -0.26 0.63 -0.39
H -0.866818 -2.259641 -3.381251 0.82 -0.10 0.55
H 0.873647 -1.873039 -3.685157 -0.58 -0.69 0.56
H -2.047265 -2.584460 1.606254 -0.41 -0.23 -0.32
La -4.246863 -1.008583 0.139793 -1.92 1.01 -0.28
```
Positions in Å, forces in eV/Å.

Atom charges from the Löwdin analysis, given in e for atoms 1 to 5: C 0.01; O 0.03; B -0.59; O 0.21; C 0.08

---

[3]
The following is a DFT calculation (ωB97M-V/def2-TZVPD) of a gas-phase ion, C2H2BFIN2O4 (charge -1) in a non-equilibrium geometry.

Molar mass in g mol⁻¹: 274.76
Orbital gap in eV: 8.270
HOMO energy in Eh: -0.18907
Spin multiplicity: 1
Total charge: -1

XYZ file:
```
13
Properties=species:S:1:pos:R:3:forces:R:3
O -0.496574 1.507072 3.159083 -1.56 -0.85 0.54
N -1.143537 0.648226 2.617285 2.17 1.83 0.35
O -0.420842 0.215604 1.548779 -0.80 -0.58 -0.55
B -0.830094 0.916154 0.293818 0.35 -2.01 -0.13
I 0.720616 2.440222 -0.212682 0.37 0.58 -0.21
C -0.704821 -0.231515 -0.906445 -2.49 2.04 -2.29
O -1.408162 -0.077497 -1.946234 2.56 -1.81 3.01
N 0.198084 -1.388950 -0.636160 0.87 1.08 -2.35
C 1.602514 -1.117177 -0.960382 3.37 -1.51 4.38
O 2.455848 -1.344850 -0.058807 -3.26 1.16 -4.62
F 2.096536 -0.671505 -2.217114 -1.90 -0.82 2.22
H -1.923928 1.377440 0.358153 -0.07 0.22 -0.12
H -0.145640 -2.273223 -1.039296 0.39 0.68 -0.23
```
Positions in Å, forces in eV/Å.

Atom charges from the Löwdin analysis, given in e for atoms 1 to 5: O -0.01; N -0.06; O -0.19; B -1.01; I 0.66

---

[4]
The following is a DFT calculation (ωB97M-V/def2-TZVPD) of a molecular structure, C9H11NO in a non-equilibrium geometry.

Molar mass in g mol⁻¹: 149.19
Orbital gap in eV: 8.789
HOMO energy in Eh: -0.30589
Spin multiplicity: 1
Energy above the lowest of the compared OMol25 structures with the same formula, charge and spin in eV: 6.5906

XYZ file:
```
22
Properties=species:S:1:pos:R:3:forces:R:3
C -1.873089 2.747697 -2.200353 -2.09 -0.64 3.30
C -0.991910 1.613065 -1.810434 2.45 -1.05 -3.22
C -0.301997 0.209285 0.097816 -4.00 2.86 4.27
C -0.597385 0.044886 1.492414 3.61 -3.06 0.30
C 0.169447 -0.936920 2.205783 -1.69 1.47 1.30
C 1.137516 -1.713318 1.630860 0.86 0.20 -3.89
C 1.870768 -2.722321 2.402724 1.74 -1.36 0.41
C 1.485086 -1.461945 0.177824 -0.58 -0.85 2.15
C 0.689566 -0.429592 -0.475591 5.63 -5.50 -3.98
H -1.997910 3.500017 -1.076025 -0.47 -2.28 -3.85
H -1.470560 3.332193 -2.990222 0.31 0.37 -0.51
H -2.741106 2.010216 -2.637390 1.05 2.72 1.27
H -1.972590 1.685995 0.242401 3.78 -1.81 -3.26
H -1.034192 0.629795 2.255291 -1.48 1.34 -0.45
H 0.000604 -1.017499 3.374253 0.31 0.06 -2.57
H 2.853640 -2.701146 1.810551 -1.02 -1.00 1.33
H 2.185892 -2.185561 3.545141 -1.36 -2.54 -3.07
H 1.253891 -4.041698 2.153508 2.07 4.12 1.52
H 2.398844 -2.220417 -0.435313 -3.19 2.80 2.04
H 0.998342 -0.516557 -1.592962 -1.29 1.35 1.96
N -1.099932 1.230938 -0.465390 -1.99 1.34 -0.48
O -0.287916 1.100384 -2.814720 -2.65 1.46 5.40
```
Positions in Å, forces in eV/Å.

Atom charges from the Löwdin analysis, given in e for atoms 1 to 5: C -0.05; C -0.49; C -0.30; C -0.01; C -0.09

---

[5]
The following is a DFT calculation (ωB97M-V/def2-TZVPD) of C5H7NO in the gas phase in a non-equilibrium geometry.

Molar mass in g mol⁻¹: 97.12
Orbital gap in eV: 9.986
HOMO energy in Eh: -0.34065
Spin multiplicity: 1
Energy above the lowest of the compared OMol25 structures with the same formula, charge and spin in eV: 2.1002
Structure (SMILES): C[C@H](C#N)CC=O

XYZ file:
```
14
Properties=species:S:1:pos:R:3:forces:R:3
C -1.515498 -1.113134 -0.048346 -0.06 -0.05 -0.04
C -0.539125 -0.082552 0.513209 -0.15 0.07 0.10
C -0.835218 1.290729 0.049738 0.72 0.61 -0.33
N -0.428493 2.286471 -0.386526 -2.49 0.15 0.42
C 0.940142 -0.305017 0.120009 0.08 0.41 -0.15
C 1.735812 0.974952 -0.390569 0.43 0.68 -0.38
O 2.927638 0.905803 -0.527774 -0.29 -0.11 0.09
H -2.540865 -0.850294 0.225705 0.11 -0.09 -0.04
H -1.293067 -2.108984 0.346025 0.01 0.15 -0.03
H -1.450335 -1.154619 -1.140058 0.00 0.03 0.14
H -0.632242 -0.056293 1.603035 0.01 -0.05 -0.08
H 1.489269 -0.740076 0.968882 -0.04 0.40 -0.30
H 0.996943 -1.064359 -0.675911 0.00 0.42 0.04
H 1.145033 2.017379 -0.657414 1.68 -2.62 0.56
```
Positions in Å, forces in eV/Å.

Atom charges from the Löwdin analysis, given in e for atoms 1 to 5: C -0.07; C -0.37; C -0.16; N 0.14; C -0.09

---

[6]
The following is a DFT calculation (ωB97M-V/def2-TZVPD) of C4H5NO in the gas phase in a non-equilibrium geometry.

Molar mass in g mol⁻¹: 83.09
Orbital gap in eV: 7.735
HOMO energy in Eh: -0.28104
Spin multiplicity: 1
Energy above the lowest of the compared OMol25 structures with the same formula, charge and spin in eV: 4.7535

XYZ file:
```
11
Properties=species:S:1:pos:R:3:forces:R:3
O 0.354568 -0.072820 1.300665 -0.83 -0.15 -0.54
C 0.893900 0.396282 -0.113028 0.98 0.72 -0.60
C -0.499432 0.619963 -0.690448 0.31 -0.01 0.08
C -1.018399 -0.216685 0.433579 0.46 0.04 1.03
C 1.659348 -0.671228 -0.615164 0.63 -0.61 -0.49
N 2.361779 -1.482473 -1.074248 -0.61 0.58 0.38
H 0.523893 0.716648 1.865991 -0.82 -0.60 -0.49
H -0.843982 1.663404 -0.678134 0.16 -0.27 0.05
H -0.609061 0.204779 -1.698241 -0.21 -0.05 0.32
H -1.811191 0.109565 1.098501 -0.18 0.00 -0.10
H -1.040245 -1.287220 0.203155 0.11 0.34 0.35
```
Positions in Å, forces in eV/Å.

Atom charges from the Löwdin analysis, given in e for atoms 1 to 5: O -0.04; C -0.23; C -0.17; C -0.01; C -0.30